Entry 1:
{
  "formula": "H14O6S2",
  "method": "ωB97M-V/def2-TZVPD",
  "symbols": ["S", "O", "H", "O", "O", "H", "H", "O", "S", "H", "H", "H", "H", "H", "H", "H", "O", "H", "H", "O", "H", "H"],
  "coordinates": [[6.191, -0.490, -0.825], [-0.489, 1.224, 0.034], [-2.833, 2.381, 2.794], [-0.038, 0.644, 2.973], [-0.071, -3.378, -3.686], [-1.498, -0.248, -1.931], [0.081, -4.134, -3.107], [-2.853, 2.954, 2.026], [6.769, -2.401, -1.016], [4.965, -0.658, -1.367], [-0.992, 0.662, 3.095], [0.269, 1.460, 3.384], [-1.327, 0.754, -0.109], [-0.192, -2.669, -3.030], [-3.306, 3.778, 2.221], [-3.250, 0.968, 1.203], [-3.372, 0.231, 0.588], [7.236, -2.502, 0.254], [-0.727, 1.635, 0.875], [-0.723, -0.657, -2.335], [-0.032, -0.172, -1.862], [-3.808, 0.620, -0.178]],
  "total_charge": 1,
  "spin_multiplicity": 2,
  "e_above_lowest_kj_mol": 112.3,
  "lumo_energy_ha": [-0.19947, -0.33756],
  "homo_lumo_gap_ev": [7.2, 3.5],
  "total_energy_ev": -34173.2244
}

=====

Entry 2:
{
  "formula": "H14O7",
  "method": "ωB97M-V/def2-TZVPD",
  "symbols": ["H", "H", "O", "O", "H", "H", "O", "H", "O", "H", "O", "H", "H", "H", "H", "H", "H", "O", "H", "O", "H"],
  "coordinates": [[-6.020, -8.794, 18.284], [-2.750, -10.131, 16.955], [-3.591, -7.619, 15.783], [-6.856, -10.105, 14.700], [-3.851, -7.914, 14.910], [-7.487, -8.984, 17.961], [-3.667, -9.913, 17.121], [-6.059, -6.076, 16.777], [-6.620, -8.962, 17.557], [-4.037, -10.708, 17.505], [-4.481, -9.141, 20.157], [-6.655, -10.036, 15.634], [-3.861, -8.329, 16.366], [-3.547, -9.349, 20.152], [-7.720, -10.514, 14.670], [-9.892, -7.668, 18.854], [-4.852, -9.688, 19.463], [-9.816, -7.629, 17.900], [-10.676, -7.898, 17.579], [-6.811, -6.224, 16.204], [-7.217, -7.023, 16.542]],
  "total_charge": -1,
  "spin_multiplicity": 2,
  "e_above_lowest_kj_mol": 67.9,
  "lumo_energy_ha": [0.10514, 0.10367],
  "homo_lumo_gap_ev": [2.6, 10.2],
  "total_energy_ev": -14559.2899
}

=====

Entry 3:
{
  "formula": "H14O7",
  "method": "ωB97M-V/def2-TZVPD",
  "symbols": ["H", "H", "H", "H", "O", "H", "O", "H", "H", "H", "H", "H", "H", "H", "O", "O", "O", "H", "O", "O", "H"],
  "coordinates": [[-1.686, 0.814, 1.051], [-0.771, 1.189, 2.197], [-0.322, -0.294, 1.815], [-0.358, 0.430, -0.211], [-2.250, -1.238, 0.973], [0.476, -0.775, 0.621], [-1.337, 0.485, 1.880], [0.464, -0.061, -1.383], [3.023, -0.805, -2.659], [2.039, 0.044, -0.976], [-1.783, -0.403, 1.003], [-1.681, -1.848, 1.442], [-1.776, 1.347, -0.996], [3.251, 0.867, -0.596], [-1.792, 1.245, -0.044], [2.555, 0.327, -0.221], [0.227, -0.278, -0.482], [-2.313, 1.984, 0.268], [2.141, -0.797, -2.288], [0.288, -0.977, 1.538], [1.604, -1.257, -2.933]],
  "spin_multiplicity": 1,
  "e_above_lowest_kj_mol": 840.2,
  "lumo_energy_ha": -0.01791,
  "homo_lumo_gap_ev": 7.7,
  "total_energy_ev": -14552.7531
}

=====

Entry 4:
{
  "formula": "H14O7",
  "method": "ωB97M-V/def2-TZVPD",
  "symbols": ["H", "H", "H", "H", "H", "O", "O", "O", "O", "O", "H", "H", "O", "H", "O", "H", "H", "H", "H", "H", "H"],
  "coordinates": [[-0.657, -1.172, -1.459], [-2.950, 0.669, 0.720], [-2.644, -2.575, 0.076], [1.965, 1.151, 1.105], [0.526, 4.040, -0.770], [3.298, -0.894, -1.757], [0.950, 1.307, 1.182], [-3.810, 0.982, 0.945], [2.642, -1.116, 2.174], [-0.145, 3.427, -1.108], [0.103, -1.248, -0.199], [-3.374, -3.532, -0.656], [-0.637, -0.699, -0.619], [4.150, -1.402, -2.003], [-2.546, -3.188, -0.672], [3.129, -0.970, 2.964], [-4.091, 1.710, 0.313], [-0.780, 4.039, -1.544], [2.762, -0.257, 1.720], [0.461, 0.953, 0.448], [3.381, 0.044, -1.869]],
  "spin_multiplicity": 1,
  "e_above_lowest_kj_mol": 274.3,
  "lumo_energy_ha": 0.01168,
  "homo_lumo_gap_ev": 11.3,
  "smiles": "O.O.O.O.O.O.O",
  "total_energy_ev": -14558.6181
}

=====

Entry 5:
{
  "formula": "H14O7",
  "method": "ωB97M-V/def2-TZVPD",
  "symbols": ["O", "O", "H", "O", "H", "H", "O", "H", "O", "H", "H", "H", "H", "O", "H", "H", "O", "H", "H", "H", "H"],
  "coordinates": [[-1.174, -2.039, -1.094], [-4.154, 2.389, -1.160], [-4.788, 1.991, -0.667], [-1.378, -1.934, 3.179], [-1.658, -2.296, -1.827], [3.498, 3.142, 1.316], [-0.795, 0.707, -0.091], [3.029, -2.811, -2.211], [2.194, -2.285, -2.278], [2.359, -0.107, 0.388], [-0.138, 0.402, 0.546], [-0.312, -1.904, -1.471], [-4.461, 2.578, -2.038], [3.228, 3.614, 0.468], [-0.509, -1.856, 2.769], [-1.444, -2.820, 3.482], [1.448, -0.346, 0.527], [2.131, -1.923, -1.419], [1.263, 0.232, 1.304], [-0.612, 1.587, -0.109], [2.274, 3.679, 0.386]],
  "spin_multiplicity": 1,
  "e_above_lowest_kj_mol": 324.3,
  "lumo_energy_ha": -0.00623,
  "homo_lumo_gap_ev": 10.4,
  "smiles": "O.O.O.O.O.O.O",
  "total_energy_ev": -14558.0998
}

=====

Entry 6:
{
  "formula": "H14O7",
  "method": "ωB97M-V/def2-TZVPD",
  "symbols": ["O", "H", "O", "H", "O", "H", "O", "H", "H", "H", "O", "O", "H", "H", "H", "H", "O", "H", "H", "H", "H"],
  "coordinates": [[-2.995, -4.765, -3.691], [-0.778, 2.058, -2.882], [-1.581, -4.003, 0.560], [-0.082, 0.930, 0.448], [-1.291, 2.735, -3.323], [-0.929, 4.072, 2.704], [2.223, 1.880, 6.117], [1.488, 2.236, 6.615], [4.140, 0.666, -2.243], [-0.457, -0.479, 0.039], [4.503, 0.334, -3.064], [-0.045, 0.321, -0.289], [-2.926, -4.381, -2.817], [-1.885, -3.876, 1.459], [-3.769, -5.326, -3.646], [0.310, 4.433, 1.912], [-0.139, 3.692, 2.319], [5.323, -0.089, -2.810], [1.855, 1.675, 5.258], [-0.777, -4.516, 0.649], [-2.188, 2.402, -3.314]],
  "spin_multiplicity": 1,
  "e_above_lowest_kj_mol": 210.3,
  "lumo_energy_ha": 0.01128,
  "homo_lumo_gap_ev": 11.5,
  "smiles": "O.O.O.O.O.O.O",
  "total_energy_ev": -14559.2823
}

=====

Entry 7:
{
  "formula": "H14O7",
  "method": "ωB97M-V/def2-TZVPD",
  "symbols": ["O", "O", "H", "H", "H", "O", "H", "O", "H", "H", "H", "H", "H", "O", "H", "O", "H", "H", "O", "H", "H"],
  "coordinates": [[3.194, 0.114, -0.368], [0.250, 0.202, -1.296], [4.209, -2.664, 0.270], [0.117, -0.247, -2.109], [-4.781, -2.899, -1.099], [-0.798, -0.674, 2.802], [-2.081, 1.326, -0.611], [-4.954, -1.961, -1.000], [-4.159, -1.525, -1.011], [-3.130, 1.419, 0.621], [-0.035, -0.564, -0.679], [2.925, 0.765, -0.938], [4.259, -1.674, -0.974], [0.163, 2.746, -0.327], [-0.579, 2.705, 0.303], [-2.200, 1.584, 0.394], [-0.651, -0.014, 2.171], [0.774, 2.130, 0.039], [4.433, -1.748, -0.034], [-1.422, -1.384, 2.396], [3.851, 0.527, 0.258]],
  "spin_multiplicity": 1,
  "e_above_lowest_kj_mol": 314.9,
  "lumo_energy_ha": -0.00980,
  "homo_lumo_gap_ev": 10.3,
  "smiles": "O.O.O.O.O.O.O",
  "total_energy_ev": -14558.1979
}

=====

Entry 8:
{
  "formula": "H14O7",
  "method": "ωB97M-V/def2-TZVPD",
  "symbols": ["O", "H", "O", "O", "H", "H", "O", "H", "O", "H", "H", "H", "H", "H", "O", "O", "H", "H", "H", "H", "H"],
  "coordinates": [[0.477, -0.663, 1.695], [-2.101, -0.998, -0.452], [-1.767, -1.541, 0.365], [1.477, 0.919, -0.842], [-3.205, 1.487, 1.147], [-2.298, 0.191, -3.105], [1.182, 0.607, -3.572], [-1.130, -0.518, -3.009], [-1.972, -0.522, -2.502], [1.309, 0.121, -0.293], [-2.203, -2.398, 0.157], [2.097, 0.747, -3.859], [1.008, -1.164, 2.229], [1.331, 0.900, -2.611], [3.900, -0.949, 4.009], [-2.867, 2.057, 0.465], [-0.322, -1.085, 1.256], [3.214, -0.392, 3.681], [-2.285, 2.651, 0.964], [0.695, 1.499, -0.579], [3.460, -0.948, 4.855]],
  "spin_multiplicity": 1,
  "e_above_lowest_kj_mol": 205.3,
  "lumo_energy_ha": 0.01475,
  "homo_lumo_gap_ev": 11.3,
  "smiles": "O.O.O.O.O.O.O",
  "total_energy_ev": -14559.3332
}